Here is C46H62Cl3IrN4O7PS2 as an isolated structure at a distorted geometry from the OMol25 dataset. Energies are from wB97M-V/def2-TZVPD.

Cartesian coordinates (Å):
Ir -0.463 1.035 -0.089
O -2.077 4.258 1.154
C -1.893 3.074 1.199
O -0.654 2.545 1.176
C -3.007 2.064 1.512
C -2.411 0.884 2.275
C -3.466 0.021 2.949
C -4.118 -0.693 1.741
C -3.328 -0.119 0.578
O -1.979 0.022 1.156
C -3.677 1.350 0.294
C -3.119 1.602 -1.103
O -3.784 1.351 -2.083
O -1.885 2.037 -1.144
H -3.753 2.594 2.102
H -1.562 1.159 2.892
H -3.004 -0.694 3.628
H -4.165 0.631 3.519
H -3.992 -1.773 1.799
H -5.178 -0.474 1.633
H -3.282 -0.726 -0.314
H -4.750 1.522 0.238
Cl 0.769 -0.019 11.443
C 0.938 0.286 9.749
C 2.131 0.785 9.254
C 2.233 1.035 7.897
C 1.183 0.796 7.016
C 1.382 1.091 5.545
C 1.512 -0.199 4.737
N 1.680 0.115 3.326
C 2.701 0.803 2.724
C 2.309 1.021 1.441
N 1.048 0.486 1.257
C 0.712 -0.042 2.419
O 0.339 1.831 4.957
C 0.417 3.236 5.223
C 1.537 3.883 4.467
C 2.735 4.266 4.994
Cl 3.219 4.168 6.643
S 3.799 4.945 3.836
C 2.632 4.723 2.597
C 1.491 4.158 3.064
C 0.007 0.276 7.551
Cl -1.370 -0.110 6.551
C -0.128 0.025 8.906
H 2.958 0.981 9.922
H 3.158 1.440 7.504
H 2.323 1.648 5.439
H 0.596 -0.781 4.823
H 2.347 -0.796 5.100
H 3.598 1.088 3.246
H 2.827 1.574 0.680
H -0.203 -0.570 2.619
H 0.515 3.411 6.298
H -0.539 3.640 4.894
H 2.848 5.039 1.589
H 0.635 3.936 2.441
H -1.053 -0.375 9.297
O -0.967 -0.590 -1.465
P -0.454 -1.267 -2.742
C -1.607 -2.570 -3.276
C -1.738 -3.751 -2.287
C -2.736 -3.507 -1.165
C -4.149 -3.190 -1.704
C -4.127 -2.941 -3.211
C -3.007 -1.977 -3.593
C 1.268 -1.904 -2.532
C 1.732 -3.081 -3.424
C 1.664 -4.476 -2.797
C 2.201 -4.499 -1.366
C 1.520 -3.453 -0.486
C 1.734 -2.064 -1.074
C -0.183 0.076 -3.955
C -1.358 1.009 -4.323
C -2.093 0.693 -5.626
C -1.165 0.324 -6.780
C -0.182 -0.763 -6.354
C 0.666 -0.252 -5.193
H -1.155 -2.962 -4.194
H -0.777 -4.001 -1.857
H -2.044 -4.624 -2.869
H -2.344 -2.691 -0.558
H -2.760 -4.385 -0.517
H -4.554 -2.302 -1.212
H -4.832 -4.010 -1.478
H -5.080 -2.522 -3.536
H -4.002 -3.887 -3.744
H -3.164 -1.039 -3.053
H -3.074 -1.759 -4.655
H 1.795 -1.024 -2.911
H 2.778 -2.883 -3.681
H 1.188 -3.080 -4.372
H 2.248 -5.157 -3.420
H 0.643 -4.856 -2.818
H 3.276 -4.288 -1.384
H 2.083 -5.498 -0.942
H 1.930 -3.485 0.525
H 0.453 -3.658 -0.392
H 2.816 -1.874 -1.063
H 1.263 -1.307 -0.440
H 0.431 0.671 -3.271
H -0.911 2.006 -4.422
H -2.061 1.086 -3.494
H -2.696 1.563 -5.892
H -2.800 -0.121 -5.474
H -0.595 1.202 -7.102
H -1.753 -0.003 -7.638
H 0.462 -1.055 -7.186
H -0.737 -1.659 -6.049
H 1.132 0.688 -5.516
H 1.482 -0.941 -4.971
C 2.735 3.634 -3.479
N 2.897 2.299 -2.943
C 4.009 1.442 -3.353
C 3.833 0.186 -2.477
N 2.588 0.478 -1.771
C 2.143 1.718 -2.010
S 0.811 2.479 -1.273
H 3.582 4.261 -3.194
H 1.819 4.073 -3.093
H 2.677 3.588 -4.567
H 4.961 1.944 -3.176
H 3.932 1.219 -4.418
H 4.655 0.054 -1.774
H 3.740 -0.722 -3.075
H 2.218 -0.079 -1.017

The lowest unoccupied orbital energy is -0.071 Eh. For the gap between HOMO and LUMO, the calculation gives 8.85 eV. The spin multiplicity is 1. The highest occupied orbital energy comes out at -10.77 eV. The total charge is +1. Its energy above the lowest of the compared OMol25 structures with the same formula, charge and spin is 109.61 kJ/mol.

---

Here is C46H62Cl5N10O3RbS5 as an isolated structure at a distorted geometry from the OMol25 dataset. Energies are from wB97M-V/def2-TZVPD.

Cartesian coordinates (Å):
Rb -0.323 1.344 0.033
C -2.514 -1.102 -4.094
C -2.681 -1.445 -2.611
N -2.361 -0.374 -1.661
C -3.490 0.389 -1.164
C -3.996 1.431 -2.166
N -2.975 2.441 -2.427
C -2.822 2.835 -3.820
C -1.845 4.004 -4.020
C -0.643 3.978 -3.061
N 0.000 2.691 -2.850
C 0.897 2.203 -3.897
C 0.276 1.133 -4.802
N -0.345 0.146 -3.956
C -1.084 -0.921 -4.606
H -3.089 -0.205 -4.333
H -2.953 -1.922 -4.677
H -2.019 -2.287 -2.382
H -3.711 -1.802 -2.461
H -1.895 -0.833 -0.888
H -3.187 0.954 -0.283
H -4.337 -0.260 -0.879
H -4.910 1.885 -1.767
H -4.277 0.938 -3.100
H -3.077 3.231 -1.796
H -3.783 3.092 -4.301
H -2.436 1.956 -4.345
H -2.365 4.955 -3.867
H -1.505 3.996 -5.060
H -0.979 4.322 -2.080
H 0.102 4.699 -3.408
H -0.731 1.998 -2.705
H 1.780 1.766 -3.414
H 1.254 3.036 -4.510
H 1.058 0.735 -5.476
H -0.496 1.580 -5.441
H 0.321 -0.249 -3.299
H -0.544 -1.876 -4.517
H -1.157 -0.708 -5.680
N 5.755 2.036 1.669
C 4.519 1.199 1.847
C 4.606 -0.092 1.095
C 3.155 -0.614 0.900
N 2.429 0.165 -0.109
C 2.422 -0.690 2.244
C 2.558 0.514 3.181
N 1.821 1.665 2.686
C 4.070 0.925 3.282
H 5.466 2.525 0.447
H 6.620 1.537 1.806
H 5.745 2.847 2.277
H 3.712 1.814 1.440
H 5.227 -0.792 1.673
H 5.070 0.053 0.117
H 3.207 -1.650 0.546
H 2.365 -0.324 -0.996
H 2.856 1.078 -0.259
H 2.824 -1.557 2.786
H 1.367 -0.891 2.050
H 2.222 0.195 4.177
H 1.913 2.453 3.320
H 0.821 1.499 2.645
H 4.678 0.140 3.733
H 4.161 1.822 3.899
S -3.732 8.697 3.419
C -3.135 7.203 2.922
S -1.544 6.657 3.220
C -1.602 5.115 2.387
C -2.806 4.856 1.776
S -3.301 3.464 0.848
S -4.006 6.106 1.944
S -0.138 4.199 2.411
O 1.274 -1.693 -2.227
C 0.671 -2.360 -1.383
N 0.494 -3.739 -1.560
C 0.091 -4.316 -0.291
C -0.267 -3.003 0.491
O -0.790 -3.035 1.594
N 0.133 -1.931 -0.207
C -1.113 -5.222 -0.370
C -1.533 -5.902 0.772
C -2.664 -6.701 0.737
C -3.391 -6.836 -0.438
C -2.980 -6.161 -1.576
C -1.849 -5.357 -1.543
C 1.280 -5.016 0.359
C 1.706 -6.230 -0.180
C 2.829 -6.875 0.313
C 3.541 -6.316 1.365
C 3.117 -5.114 1.914
C 1.993 -4.467 1.417
H 1.237 -4.181 -2.080
H -0.979 -5.782 1.693
H -2.986 -7.215 1.635
H -4.278 -7.458 -0.462
H -3.546 -6.251 -2.497
H -1.533 -4.818 -2.427
H 1.139 -6.678 -0.989
H 3.145 -7.817 -0.120
H 4.419 -6.817 1.756
H 3.663 -4.672 2.739
H 1.660 -3.537 1.864
O -0.885 0.423 2.657
C -1.852 0.455 3.423
C -1.794 -0.291 4.746
C -2.847 -1.396 4.887
C -4.231 -0.895 5.290
C -4.887 0.048 4.284
C -4.087 1.324 4.012
N -2.957 1.133 3.135
H -1.889 0.428 5.566
H -0.795 -0.721 4.786
H -2.502 -2.101 5.650
H -2.903 -1.958 3.950
H -4.149 -0.371 6.251
H -4.885 -1.755 5.464
H -5.873 0.334 4.663
H -5.042 -0.470 3.332
H -3.782 1.776 4.965
H -4.713 2.059 3.503
H -2.908 1.789 2.339
Cl 2.463 4.012 -0.186
C 3.941 4.061 -1.076
C 4.981 3.298 -0.629
C 6.107 3.232 -1.413
Cl 7.398 2.211 -0.908
C 6.234 3.934 -2.608
Cl 7.637 3.823 -3.603
C 5.175 4.774 -2.999
Cl 5.319 5.684 -4.453
C 4.015 4.846 -2.225
Cl 2.746 5.905 -2.712

The lowest unoccupied orbital energy is 0.118 Eh. For the gap between HOMO and LUMO, the calculation gives 4.22 eV. The spin multiplicity is 1. The highest occupied orbital energy comes out at -1.01 eV. The total charge is -2.

---

Here is C46H62NO2TeTi as an isolated structure at a distorted geometry from the OMol25 dataset. Energies are from wB97M-V/def2-TZVPD.

Cartesian coordinates (Å):
Ti -0.481 -0.301 0.456
C -1.334 -4.037 0.412
C -2.507 -3.735 -0.519
C -3.813 -4.300 0.039
C -2.633 -2.253 -0.785
C -2.731 -1.731 -2.059
C -2.829 -0.357 -2.280
C -2.863 0.551 -1.235
C -2.964 2.028 -1.464
C -2.805 0.033 0.072
C -2.672 -1.343 0.290
H -1.178 -5.113 0.493
H -1.514 -3.664 1.424
H -0.400 -3.594 0.051
H -2.307 -4.215 -1.482
H -4.043 -3.851 1.008
H -3.735 -5.376 0.185
H -4.654 -4.106 -0.626
H -2.718 -2.404 -2.906
H -2.882 0.012 -3.297
H -3.143 2.255 -2.512
H -2.039 2.534 -1.164
H -3.778 2.456 -0.878
H -2.981 0.693 0.921
H -2.714 -1.718 1.310
C 2.385 -4.709 5.884
C 3.176 -3.697 5.048
C 4.081 -4.469 4.089
C 4.057 -2.846 5.971
C 2.214 -2.774 4.304
C 2.267 -2.596 2.941
C 1.359 -1.723 2.313
N 1.258 -1.408 0.990
C 2.082 -1.686 -0.057
C 3.327 -2.347 -0.055
C 3.962 -2.622 -1.247
C 3.346 -2.222 -2.447
C 2.161 -1.501 -2.523
C 1.551 -1.228 -1.295
O 0.385 -0.578 -1.197
C 1.556 -1.094 -3.869
C 2.611 -1.116 -4.980
C 0.957 0.319 -3.848
C 0.455 -2.104 -4.212
C 5.287 -3.375 -1.312
C 5.038 -4.752 -1.938
C 5.900 -3.570 0.074
C 6.292 -2.597 -2.175
C 0.356 -1.088 3.086
O -0.514 -0.346 2.373
C 0.299 -1.219 4.483
C 1.248 -2.064 5.039
C -0.702 -0.462 5.351
C -0.711 -0.979 6.792
C -2.138 -0.596 4.822
C -0.272 1.009 5.385
H 3.072 -5.396 6.379
H 1.708 -5.297 5.265
H 1.793 -4.226 6.662
H 4.725 -5.140 4.657
H 4.731 -3.802 3.520
H 3.511 -5.078 3.386
H 4.741 -3.483 6.532
H 3.461 -2.286 6.690
H 4.650 -2.133 5.396
H 2.968 -3.166 2.361
H 3.799 -2.612 0.873
H 3.842 -2.475 -3.370
H 3.475 -0.501 -4.730
H 2.170 -0.719 -5.895
H 2.958 -2.121 -5.211
H 1.693 1.053 -3.515
H 0.087 0.397 -3.205
H 0.661 0.585 -4.864
H 0.856 -3.116 -4.276
H 0.000 -1.856 -5.172
H -0.330 -2.098 -3.453
H 4.338 -5.337 -1.341
H 5.975 -5.305 -2.004
H 4.632 -4.666 -2.946
H 5.289 -4.219 0.704
H 6.046 -2.623 0.597
H 6.875 -4.046 -0.027
H 5.975 -2.529 -3.214
H 7.257 -3.104 -2.164
H 6.438 -1.585 -1.799
H 1.240 -2.203 6.109
H -0.931 -2.045 6.844
H -1.485 -0.455 7.353
H 0.233 -0.794 7.303
H -2.460 -1.638 4.839
H -2.245 -0.217 3.810
H -2.812 -0.036 5.472
H 0.703 1.115 5.860
H -0.991 1.600 5.953
H -0.188 1.428 4.384
C -1.321 3.006 2.093
Te 0.565 2.452 1.254
C 0.477 4.403 0.411
C -0.323 5.192 1.427
C -0.198 6.568 1.540
C -0.943 7.259 2.483
C -1.817 6.575 3.317
C -1.949 5.199 3.208
C -1.204 4.500 2.269
H -1.513 2.454 3.008
H -2.096 2.759 1.365
H 0.014 4.376 -0.574
H 1.494 4.774 0.312
H 0.487 7.106 0.898
H -0.836 8.330 2.576
H -2.389 7.114 4.060
H -2.628 4.667 3.862

The lowest unoccupied orbital energy (alpha / beta) is -0.104 / -0.165 Eh. For the gap between HOMO and LUMO (alpha / beta), the calculation gives 6.82 / 5.90 eV. The spin multiplicity is 3. As for the expectation value of S²: 2.049. The highest occupied orbital energy (alpha / beta) comes out at -9.66 / -10.38 eV. The total charge is +1. Its energy above the lowest of the compared OMol25 structures with the same formula, charge and spin is 77.55 kJ/mol.

---

Here is C46H64CrN7O4P3 as an isolated structure from the OMol25 dataset. Energies are from wB97M-V/def2-TZVPD.

Cartesian coordinates (Å):
Cr 0.328 -0.091 -0.112
C 2.408 -3.283 5.626
C 1.610 -2.728 4.476
C 0.692 -3.513 3.777
C 0.013 -3.007 2.692
C 0.174 -1.690 2.248
N -0.538 -1.242 1.107
C -1.842 -1.748 0.918
C -2.691 -1.925 2.012
C -4.005 -2.321 1.868
C -4.560 -2.526 0.606
C -6.013 -2.879 0.429
C -3.727 -2.360 -0.485
C -2.387 -2.012 -0.339
N -1.587 -1.982 -1.520
C -1.800 -2.654 -2.674
C -0.780 -2.340 -3.535
C 0.039 -1.465 -2.816
N -0.460 -1.255 -1.603
C 1.068 -0.899 2.975
C 1.783 -1.427 4.048
N 1.291 0.475 2.670
C 1.740 1.445 3.495
C 1.842 2.603 2.763
C 1.408 2.256 1.483
N 1.083 0.970 1.440
H 1.850 -4.059 6.148
H 2.664 -2.505 6.343
H 3.340 -3.729 5.273
H 0.534 -4.545 4.067
H -0.668 -3.647 2.147
H -2.292 -1.744 2.999
H -4.621 -2.449 2.750
H -6.422 -3.314 1.339
H -6.155 -3.593 -0.383
H -6.601 -1.990 0.192
H -4.133 -2.504 -1.479
H -2.632 -3.326 -2.790
H -0.631 -2.710 -4.535
H 0.967 -1.004 -3.107
H 2.515 -0.808 4.553
H 1.934 1.262 4.537
H 2.172 3.566 3.112
H 1.332 2.866 0.599
C -4.006 1.139 1.482
P -2.311 1.684 1.982
C -2.302 3.219 0.948
N -2.882 4.282 1.453
C -3.070 5.377 0.683
C -3.668 6.540 1.227
C -3.924 7.601 0.411
C -3.596 7.555 -0.970
C -3.007 6.452 -1.510
C -2.721 5.341 -0.677
N -2.100 4.253 -1.182
C -1.834 3.229 -0.415
P -0.917 1.865 -1.341
C -2.361 1.156 -2.218
C 0.031 2.746 -2.740
C 1.184 3.527 -2.107
C 0.584 1.674 -3.695
C -0.802 3.679 -3.635
C -2.601 2.316 3.730
C -2.339 1.102 4.631
C -1.579 3.404 4.053
C -4.013 2.831 4.011
H -4.346 0.335 2.138
H -3.968 0.739 0.467
H -4.715 1.966 1.520
H -3.921 6.550 2.280
H -4.387 8.492 0.814
H -3.817 8.411 -1.593
H -2.741 6.401 -2.558
H -2.980 1.964 -2.606
H -2.952 0.555 -1.524
H -2.032 0.517 -3.036
H 1.915 2.855 -1.655
H 0.825 4.243 -1.362
H 1.696 4.099 -2.885
H 1.240 0.963 -3.211
H 1.165 2.191 -4.460
H -0.222 1.147 -4.210
H -1.061 4.614 -3.156
H -1.718 3.208 -3.996
H -0.184 3.896 -4.510
H -1.312 0.735 4.533
H -3.020 0.279 4.401
H -2.505 1.383 5.675
H -0.576 3.116 3.737
H -1.556 3.562 5.136
H -1.837 4.348 3.573
H -4.760 2.041 3.921
H -4.284 3.651 3.348
H -4.051 3.198 5.042
C 4.781 1.954 -0.301
C 5.000 0.642 0.441
C 5.174 0.883 1.928
C 6.186 -0.126 -0.121
O 3.797 -0.192 0.362
P 3.044 -0.550 -0.990
O 3.906 -0.735 -2.160
O 1.859 0.446 -1.152
O 2.204 -1.838 -0.517
C 2.704 -3.222 -0.719
C 1.762 -4.095 0.076
C 4.120 -3.339 -0.175
C 2.638 -3.570 -2.198
H 5.714 2.516 -0.324
H 4.022 2.560 0.200
H 4.475 1.780 -1.335
H 6.002 1.573 2.098
H 5.389 -0.053 2.446
H 4.267 1.320 2.347
H 7.097 0.451 0.042
H 6.067 -0.309 -1.188
H 6.290 -1.083 0.393
H 1.877 -3.915 1.142
H 1.983 -5.144 -0.128
H 0.725 -3.897 -0.212
H 4.166 -2.972 0.852
H 4.829 -2.781 -0.787
H 4.409 -4.391 -0.183
H 1.603 -3.671 -2.527
H 3.141 -4.525 -2.357
H 3.143 -2.814 -2.798

The lowest unoccupied orbital energy (alpha / beta) is -0.120 / -0.100 Eh. For the gap between HOMO and LUMO (alpha / beta), the calculation gives 6.85 / 7.51 eV. The spin multiplicity is 2. As for the expectation value of S²: 1.141. The highest occupied orbital energy (alpha / beta) comes out at -10.10 / -10.22 eV. The total charge is +1. Its energy above the lowest of the compared OMol25 structures with the same formula, charge and spin is 124.91 kJ/mol.